Entry from OMol25: a cluster of 14 separate species, C78H198N14O25 in total (ωB97M-V/def2-TZVPD).

Summary:
* HOMO: -8.40 eV
* maximum force: 0.0496 Eh/bohr
* relative energy (zero: lowest compared OMol25 entry of this formula, charge and spin): 0.0 kcal per mole
* frontier orbital gap: 0.3285 hartree

Geometry as XYZ:
```
315
C78H198N14O25, DFT ωB97M-V/def2-TZVPD
C 0.0855 6.6882 -10.5563
O 0.9577 6.9793 -9.4486
C 2.0071 6.0352 -9.2897
C 2.8743 6.4249 -8.0730
N 2.1759 6.5655 -6.8278
C 1.8093 5.3395 -6.1225
C 1.1177 5.7020 -4.8054
O -0.1069 6.2696 -5.1360
C -0.9259 6.5814 -4.0473
H -0.3160 5.6670 -10.4236
H 0.6558 6.8001 -11.5046
H -0.7479 7.3737 -10.5391
H 2.7124 6.0714 -10.1195
H 1.5628 5.0373 -9.2229
H 3.3840 7.3679 -8.2982
H 3.6662 5.6597 -8.0495
H 1.4185 7.2251 -6.9699
H 2.7305 4.7818 -5.9186
H 1.0955 4.6628 -6.5851
H 1.6998 6.3399 -4.1258
H 0.9147 4.7914 -4.2140
H -1.0662 5.6989 -3.3832
H -1.8661 7.0009 -4.4383
H -0.3321 7.3059 -3.4017
C 1.6622 -4.3659 8.8747
O 2.1645 -3.0805 8.5891
C 3.5488 -2.9631 8.7629
C 4.0180 -1.7564 8.0157
N 3.7733 -1.8899 6.5747
C 4.0298 -0.7147 5.7915
C 3.3888 -0.8753 4.3558
O 1.9384 -0.8244 4.5300
C 1.3179 -1.0973 3.2632
H 0.6031 -4.3587 8.6353
H 1.8481 -4.6573 9.8957
H 2.1067 -5.0692 8.1898
H 4.1702 -3.7957 8.3241
H 3.7597 -2.7891 9.8453
H 5.0785 -1.5469 8.1046
H 3.4560 -0.9473 8.4513
H 2.7588 -1.9808 6.4939
H 5.0946 -0.5714 5.5382
H 3.7849 0.2645 6.2208
H 3.7097 -1.8687 3.9803
H 3.8119 -0.0792 3.7241
H 1.4590 -2.1381 2.9816
H 1.6798 -0.3801 2.5127
H 0.2468 -0.9053 3.4508
C 2.3858 -5.6157 0.8958
O 1.6698 -5.2042 -0.2746
C 2.3993 -5.2647 -1.4917
C 3.4002 -4.0378 -1.6210
N 2.6350 -2.7822 -1.5948
C 3.3256 -1.5535 -1.1103
C 3.8413 -1.7253 0.3396
O 5.1842 -2.1648 0.3489
C 5.6289 -2.4860 1.6657
H 3.2047 -4.9167 1.1493
H 2.7481 -6.6381 0.8635
H 1.6427 -5.5071 1.6706
H 1.6386 -5.2338 -2.2920
H 2.9890 -6.1712 -1.5345
H 3.9999 -4.1083 -2.5471
H 4.0835 -4.1284 -0.7787
H 1.8786 -2.9033 -0.9374
H 2.6699 -0.6959 -1.1019
H 4.1579 -1.2880 -1.7677
H 3.1284 -2.4449 0.7752
H 3.7505 -0.7845 0.9261
H 6.6396 -2.8685 1.6376
H 4.9561 -3.2538 2.0736
H 5.6126 -1.5965 2.3204
C 4.8680 -8.0595 3.7975
O 3.9960 -7.2281 4.5471
C 4.3069 -5.8166 4.4610
C 3.2340 -5.0467 5.1490
N 2.0286 -5.1707 4.3306
C 0.8811 -4.4760 4.8911
C -0.3101 -4.6775 3.9492
O -0.6135 -6.0563 3.9149
C -1.9022 -6.3328 3.3014
H 5.9450 -8.0063 4.0839
H 4.7434 -7.9185 2.7133
H 4.4978 -9.0709 4.0186
H 4.3114 -5.4910 3.3671
H 5.2959 -5.6698 4.9288
H 3.5371 -3.9810 5.1524
H 3.1153 -5.3876 6.1887
H 1.7380 -6.1446 4.2727
H 1.1544 -3.4355 5.0242
H 0.5657 -4.8916 5.8738
H -0.0529 -4.2409 2.9611
H -1.1346 -4.1065 4.3633
H -2.7524 -5.9496 3.8998
H -1.9665 -7.4531 3.2368
H -1.9145 -5.9696 2.2399
C -4.8819 8.7812 4.9524
O -4.4421 7.4584 5.0936
C -5.4576 6.5119 4.8147
C -5.9062 6.3605 3.3495
N -4.7839 6.1662 2.4704
C -4.0400 4.9255 2.6535
C -2.9259 4.8420 1.6566
O -1.7884 5.5015 2.2456
C -0.7265 5.6226 1.3201
H -5.5108 9.0605 5.7911
H -5.4526 8.9328 4.0355
H -3.9920 9.4203 4.9957
H -6.3571 6.7596 5.4060
H -5.0963 5.5523 5.1496
H -6.4217 7.3087 3.1247
H -6.5978 5.5140 3.2556
H -4.1363 6.9287 2.6233
H -4.7676 4.1185 2.5236
H -3.5842 4.7457 3.6229
H -3.0661 5.2724 0.6721
H -2.6400 3.8208 1.5699
H 0.1083 6.0114 1.8998
H -0.8931 6.3501 0.5157
H -0.3922 4.6813 0.8333
C -4.6890 -5.8474 -3.6861
O -3.3791 -6.1888 -3.3046
C -2.7042 -5.0283 -2.7792
C -1.2936 -5.4333 -2.3243
N -1.3842 -6.3620 -1.1879
C -1.3502 -7.7563 -1.5631
C -0.9386 -8.6488 -0.4214
O 0.2707 -8.1444 0.1749
C 0.7995 -8.9567 1.2074
H -4.6416 -5.1697 -4.5409
H -5.1672 -5.2900 -2.8755
H -5.2587 -6.7326 -3.9528
H -3.2837 -4.5823 -1.9501
H -2.6283 -4.2821 -3.5902
H -0.8008 -4.5067 -2.0017
H -0.6974 -5.8299 -3.1689
H -0.5886 -6.2079 -0.5788
H -0.7109 -7.9488 -2.4341
H -2.3586 -8.0320 -1.8855
H -0.7444 -9.6301 -0.8646
H -1.6766 -8.7505 0.3863
H 0.1039 -8.9870 2.0348
H 1.7087 -8.4706 1.5642
H 1.0402 -10.0172 0.9143
C -1.6071 -1.8564 6.2104
O -2.6177 -2.2152 5.2856
C -3.8157 -2.6851 5.8708
C -4.9206 -2.6797 4.8156
N -4.6954 -3.7939 3.8968
C -5.7977 -4.0858 3.0114
C -5.6506 -5.4288 2.3458
O -4.5673 -5.3554 1.4313
C -4.4017 -6.5011 0.6372
H -1.2489 -2.6854 6.8377
H -1.9268 -1.0055 6.8388
H -0.7530 -1.5197 5.6309
H -4.0204 -2.0244 6.7047
H -3.7265 -3.7193 6.2342
H -5.1367 -1.6836 4.3350
H -5.8103 -2.8651 5.4417
H -3.8388 -3.6622 3.3745
H -5.9287 -3.3561 2.1430
H -6.7528 -4.0581 3.5998
H -6.5609 -5.6521 1.7748
H -5.5282 -6.2220 3.0847
H -3.5115 -6.3670 0.0352
H -5.2597 -6.6259 -0.0383
H -4.3609 -7.4064 1.2662
C -0.7438 1.6991 -4.0473
O -2.0572 2.3071 -3.9162
C -2.3551 2.9104 -2.6618
C -3.5816 3.7784 -2.7736
N -4.7295 2.9174 -2.9816
C -5.8638 3.6366 -3.4881
C -5.7702 4.0321 -4.9700
O -6.7567 5.0064 -5.2172
C -6.7638 5.3145 -6.5974
H 0.0440 2.4758 -3.9100
H -0.6832 1.2257 -5.0234
H -0.5880 0.9370 -3.2720
H -1.4421 3.4772 -2.4660
H -2.5656 2.1658 -1.8712
H -3.4559 4.4855 -3.5982
H -3.7165 4.3491 -1.8536
H -4.4322 2.1381 -3.5685
H -5.9719 4.5797 -2.9785
H -6.7387 3.0382 -3.3179
H -5.9532 3.1988 -5.6449
H -4.7479 4.4004 -5.1949
H -7.4718 6.1310 -6.8185
H -7.1030 4.4169 -7.1399
H -5.7404 5.6129 -6.9088
C 10.5770 0.7695 -7.2997
O 9.4849 1.5672 -7.6646
C 8.3574 1.3571 -6.8155
C 8.4361 2.0297 -5.4277
N 7.2181 1.8304 -4.6300
C 7.1190 0.5892 -3.9562
C 5.8915 0.5522 -3.0255
O 5.9160 1.4513 -1.8823
C 6.8348 1.0438 -0.8842
H 11.2563 1.0000 -8.1072
H 10.3297 -0.3093 -7.3815
H 11.0572 1.0443 -6.3486
H 8.1403 0.2903 -6.6990
H 7.5317 1.8457 -7.3306
H 8.6105 3.1169 -5.5258
H 9.2932 1.6659 -4.8336
H 7.1891 2.6107 -3.9526
H 8.0043 0.2667 -3.3450
H 6.9699 -0.1934 -4.7029
H 5.9176 -0.4844 -2.6763
H 4.9434 0.7839 -3.5388
H 7.8875 1.1858 -1.1547
H 6.7207 0.0049 -0.5760
H 6.6046 1.7028 -0.0343
C 2.5419 2.7095 -1.8540
O 1.2834 2.2309 -1.4319
C 1.1563 2.2508 -0.0062
C -0.1633 1.7308 0.5156
N -0.1535 0.2861 0.5679
C -0.5571 -0.2484 -0.7495
C -0.7060 -1.8121 -0.6638
O -1.5998 -2.1960 0.4590
C -1.6867 -3.6066 0.4873
H 2.6114 2.6202 -2.9594
H 3.4024 2.1876 -1.4222
H 2.6472 3.7681 -1.5690
H 1.2470 3.2795 0.3373
H 1.9828 1.6761 0.4291
H -0.9374 2.1564 -0.1296
H -0.3438 2.1168 1.5395
H -0.9104 0.0000 1.1969
H 0.2501 0.0124 -1.4351
H -1.4775 0.2380 -1.1300
H 0.2514 -2.2802 -0.4270
H -1.0242 -2.1880 -1.6403
H -2.0031 -3.9497 -0.4920
H -2.3546 -3.9516 1.2680
H -0.6657 -3.9838 0.6565
C -9.4189 -2.9188 -1.0378
O -8.0972 -2.5306 -1.2142
C -7.0951 -3.4561 -0.7724
C -5.7247 -2.8051 -0.6895
N -5.3674 -2.2235 -1.9472
C -4.1578 -1.4459 -1.9993
C -3.7989 -1.1912 -3.4240
O -4.6620 -0.2545 -4.0208
C -4.4668 -0.0490 -5.4412
H -9.6118 -3.8626 -1.5865
H -10.0190 -2.1368 -1.4618
H -9.6583 -3.1038 0.0204
H -7.1016 -4.3531 -1.3949
H -7.3771 -3.7157 0.2731
H -5.0019 -3.6213 -0.4524
H -5.6799 -2.0566 0.1291
H -6.1475 -1.7466 -2.3448
H -3.3718 -2.0792 -1.6286
H -4.1690 -0.5493 -1.3769
H -3.8506 -2.1608 -3.9975
H -2.7970 -0.7217 -3.4571
H -5.3363 0.4913 -5.7906
H -4.4463 -1.0025 -5.9729
H -3.5699 0.5629 -5.6304
C -3.9101 1.4020 4.0913
C -3.9662 0.4500 2.8726
C -3.9350 1.1813 1.5277
O -5.1924 1.7780 1.2577
C -5.2525 2.1141 -0.1374
N -2.7357 -0.3675 2.8995
H -4.7881 2.0564 4.1862
H -3.0283 2.0621 4.1704
H -3.9218 0.7769 5.0020
H -4.8840 -0.1442 2.8990
H -3.6855 0.4429 0.7652
H -3.0801 1.8780 1.5232
H -4.5590 2.9239 -0.3307
H -6.2536 2.4475 -0.3671
H -5.0262 1.2701 -0.7614
H -2.6910 -1.0924 2.1716
H -2.6374 -0.9216 3.7397
C 5.0357 4.9061 -3.6716
C 6.1570 5.3704 -2.7742
C 5.5602 6.0085 -1.5187
O 4.5922 7.0923 -1.7462
C 5.1297 8.1742 -2.4875
N 6.9957 4.2192 -2.4857
H 4.4827 4.0336 -3.2976
H 5.4135 4.5580 -4.6345
H 4.2900 5.6800 -3.9141
H 6.7749 6.1250 -3.2743
H 6.3964 6.3720 -0.8687
H 5.0148 5.2168 -0.9926
H 5.9880 8.6261 -1.9475
H 4.3673 8.9373 -2.5981
H 5.4708 7.8346 -3.4629
H 6.3998 3.5343 -2.0086
H 7.6865 4.4863 -1.7708
C -0.0891 2.6033 4.7088
C 1.4380 2.4462 4.9045
C 2.1515 2.6418 3.6012
O 3.5861 2.4662 3.6982
C 4.2946 2.8672 2.5488
N 1.8558 3.4405 5.9353
H -0.2973 3.6311 4.3989
H -0.4828 2.3310 5.6844
H -0.4431 1.9143 3.9401
H 1.5860 1.4727 5.3699
H 2.0321 3.6313 3.1622
H 1.8272 1.9140 2.8579
H 4.1485 3.9303 2.2861
H 4.0011 2.2718 1.6723
H 5.3442 2.7129 2.7538
H 1.5167 4.3690 5.6922
H 2.8604 3.4392 6.0109
```

---

Entry from OMol25: a structure of composition C21H20BiN3OSe2Te2 (ωB97M-V/def2-TZVPD).

Summary:
* HOMO: -6.81 eV
* maximum force: 0.0243 Eh/bohr
* relative energy (zero: lowest compared OMol25 entry of this formula, charge and spin): 14.1 kcal per mole
* frontier orbital gap: 0.2251 hartree

Geometry as XYZ:
```
50
C21H20BiN3OSe2Te2, DFT ωB97M-V/def2-TZVPD
Bi -0.1101 0.5829 1.5179
C 2.2883 -1.8918 -1.7910
C 1.9309 -1.0528 -0.6027
N 0.7125 -0.9292 -0.2031
N -0.2842 -1.5759 -0.8416
C -1.4038 -1.6002 -0.1631
O -1.5655 -1.0559 0.9900
C -2.5331 -2.3229 -0.7618
C -2.6481 -2.4252 -2.1459
C -3.7324 -3.0767 -2.7003
C -4.6920 -3.6532 -1.8823
C -4.5696 -3.5692 -0.5057
C -3.5021 -2.8973 0.0554
C 2.9816 -0.4092 0.1784
C 4.3390 -0.6792 -0.0376
C 5.2780 -0.1177 0.8084
C 4.8594 0.7243 1.8289
C 3.5012 0.9706 1.9418
N 2.5972 0.4175 1.1560
H 1.3670 -2.1766 -2.2940
H 2.9310 -1.3358 -2.4739
H 2.8030 -2.8006 -1.4798
H -1.8895 -1.9779 -2.7690
H -3.8289 -3.1495 -3.7735
H -5.5358 -4.1660 -2.3187
H -5.3057 -4.0360 0.1302
H -3.4072 -2.8245 1.1299
H 4.6595 -1.3399 -0.8262
H 6.3272 -0.3413 0.6841
H 5.5589 1.1587 2.5263
H 3.1145 1.6363 2.7014
C -1.5520 2.4124 -1.8656
C -0.7180 2.9464 -0.7415
C -1.3154 3.5337 0.3690
C -0.5487 3.9920 1.4271
C 0.8317 3.8809 1.3837
C 1.4424 3.3376 0.2645
C 0.6707 2.8726 -0.7880
H -1.0314 1.6143 -2.3915
H -1.7660 3.2064 -2.5814
H -2.5017 2.0317 -1.4959
H -2.3901 3.6315 0.4126
H -1.0358 4.4274 2.2863
H 1.4308 4.2356 2.2085
H 2.5200 3.2639 0.2133
H 1.1538 2.4404 -1.6547
Se 0.8769 -1.0065 3.2778
Te -0.8070 -1.1846 5.1938
Te -3.0412 -0.9705 3.6998
Se -2.4601 1.2490 2.7038
```

---

Entry from OMol25: a cluster of 2 separate species, C13H20N2O6 in total (ωB97M-V/def2-TZVPD).

Summary:
* SMILES: CCC1=C(CCCCOC(C)=O)C(=O)OC1=O.NC(N)=O
* HOMO: -9.97 eV
* maximum force: 0.0108 Eh/bohr
* relative energy (zero: lowest compared OMol25 entry of this formula, charge and spin): 0.0 kcal per mole
* frontier orbital gap: 0.3595 hartree

Geometry as XYZ:
```
41
C13H20N2O6, DFT ωB97M-V/def2-TZVPD
C 2.4987 -1.2526 1.3998
C 1.3370 -1.8352 0.5446
C 0.9950 -0.9867 -0.6361
C 0.1964 0.0831 -0.7801
C -0.6857 0.8817 0.1153
C -0.5418 0.6778 1.6258
C -1.4462 -0.3746 2.3161
C -2.5837 -0.9400 1.4936
O -2.0705 -1.7490 0.4192
C -2.8796 -2.8120 0.0913
C -3.6609 -2.5966 -1.1718
O -2.8939 -3.8131 0.7516
C 0.3069 0.5202 -2.2081
O -0.2185 1.4533 -2.7432
O 1.1672 -0.3220 -2.8747
C 1.6338 -1.2495 -1.9524
O 2.4354 -2.0830 -2.2568
H 3.3906 -1.8726 1.3271
H 2.1881 -1.1786 2.4438
H 2.7329 -0.2365 1.0729
H 1.6606 -2.8065 0.1570
H 0.4528 -2.0318 1.1483
H -1.7156 0.7688 -0.2420
H -0.4303 1.9236 -0.1034
H 0.5087 0.4728 1.8448
H -0.7373 1.6467 2.0942
H -0.8369 -1.2004 2.6975
H -1.9113 0.0762 3.2000
H -3.2398 -1.5340 2.1355
H -3.1816 -0.1250 1.0636
H -4.1116 -1.6008 -1.1542
H -2.9709 -2.6181 -2.0201
H -4.4129 -3.3737 -1.2869
N 3.1547 2.9362 -1.3732
C 2.1370 3.5218 -0.6754
N 1.8080 4.7883 -1.0637
O 1.5552 2.9456 0.2309
H 3.6343 3.3813 -2.1319
H 3.4165 2.0050 -1.1098
H 1.0568 5.2372 -0.5753
H 2.2625 5.2725 -1.8136
```

---

Entry from OMol25: a structure of composition C16H9Cl5F6FeN4O4P (ωB97M-V/def2-TZVPD).

Summary:
* expectation value of S²: 6.142
* charge: +1
* HOMO (alpha / beta): -12.05 / -12.04 eV
* maximum force: 0.0138 Eh/bohr
* spin multiplicity: 5
* relative energy (zero: lowest compared OMol25 entry of this formula, charge and spin): 10.6 kcal per mole
* frontier orbital gap (alpha / beta): 0.2339 / 0.1591 hartree

Geometry as XYZ:
```
46
C16H9Cl5F6FeN4O4P, DFT ωB97M-V/def2-TZVPD
Fe -0.5204 -0.0636 0.0218
Cl -2.9142 1.3253 -1.1390
C -3.2748 -0.2981 -0.6827
C -2.2509 -1.0664 -0.2238
C -2.5081 -2.4475 0.0963
Cl -1.2438 -3.4673 0.4341
C -3.8335 -2.9679 0.0887
Cl -4.1229 -4.5825 0.5362
C -4.8613 -2.1592 -0.3215
Cl -6.4511 -2.7189 -0.3769
C -4.5891 -0.7998 -0.7412
Cl -5.8411 0.1736 -1.2468
O 4.0552 -3.4694 -1.2556
C 4.4827 -2.4963 -0.4451
O 5.6004 -2.4592 -0.0203
C 3.4973 -1.4349 -0.0790
C 3.7988 -0.3955 0.7781
N 2.6931 0.3597 0.8997
N 1.6860 -0.1226 0.1735
C 2.1549 -1.2115 -0.4100
C 1.1704 -1.8966 -1.2630
O 1.3708 -2.9254 -1.8565
O -0.0047 -1.2535 -1.3265
H 3.1240 -3.3405 -1.5270
H 4.7240 -0.1643 1.2795
H 2.5387 1.1526 1.5035
F -1.5122 0.5767 1.7447
P -0.6630 -0.1504 3.0808
F -1.9262 -1.0844 3.2720
F 0.1943 -0.9178 4.1380
F 0.5705 0.7967 2.6748
F -0.1643 -1.2088 1.8369
F -1.2375 0.9511 4.0380
N 0.6839 1.3583 -2.5800
C 0.5335 2.2859 -1.6088
C 0.9715 3.6049 -1.8350
C 0.8020 4.5467 -0.8613
C 0.1852 4.1926 0.3453
C -0.2165 2.8995 0.5061
N -0.0378 1.9346 -0.4400
H 1.0883 1.6283 -3.4583
H 0.3572 0.4096 -2.4873
H 1.4334 3.8527 -2.7810
H 1.1356 5.5621 -1.0303
H 0.0227 4.9111 1.1343
H -0.7011 2.5803 1.4146
```

---

What is the maximum force in the third record? 0.0108 Eh/bohr

---

Which of these has the highest maximum force? C78H198N14O25

---

Which of these has the highest maximum force? C78H198N14O25

---

What is the maximum force in the second record? 0.0243 Eh/bohr